[1]
C4H6O | the ωB97M-V functional and the def2-TZVPD basis

The geometry in XYZ format:
```
11
Properties=species:S:1:pos:R:3:forces:R:3:mulliken_charge:R:1
C -1.33994 -0.53846 0.34456 3.205 1.692 1.785 -0.8749
C -0.11413 0.04981 0.09192 -2.960 -1.527 -0.870 0.5931
C 0.70040 -0.37298 -1.16389 0.479 0.576 -0.238 -0.9320
C 0.31742 1.10327 1.05435 0.331 -0.611 0.201 -0.0157
O -0.40425 1.57143 1.91698 1.200 -0.124 -1.009 -0.4886
H -1.82189 -0.29136 1.30885 -0.035 -0.033 -0.933 0.2843
H -1.54208 -1.44667 -0.12907 -0.900 -1.024 -1.023 0.3498
H 1.59746 -1.05451 -0.85623 -1.712 1.000 -0.698 0.2567
H -0.04362 -0.93593 -1.99502 2.376 1.816 2.289 0.2936
H 1.21397 0.64610 -1.51689 -1.196 -2.383 -0.008 0.2585
H 1.43664 1.26931 0.94445 -0.788 0.619 0.503 0.2752
```
Forces are in eV/Å.

Properties
Total charge: 0
Highest occupied orbital energy (eV): -9.8
Gap between HOMO and LUMO (eV): 9.82
Calculated total energy (Eh): -231.1764
SMILES: C=C(C)C=O
2S+1: 1
Relative energy (zero: lowest compared OMol25 entry of this formula, charge and spin) (eV): 1.288



[2]
C21H36P2Pb | the ωB97M-V functional and the def2-TZVPD basis

The geometry in XYZ format:
```
60
Properties=species:S:1:pos:R:3:forces:R:3:mulliken_charge:R:1
P 3.95179 -3.26527 -1.92981 2.639 -0.030 0.610 0.8467
P 3.01440 -4.10073 1.78479 2.840 0.539 0.698 0.8096
C 4.59468 -4.30310 -0.56769 -0.049 -0.290 0.005 -0.9016
C 3.49288 -4.96530 0.27321 -0.250 -0.566 -0.284 -1.0782
H 5.25793 -3.68498 0.05624 -0.250 -0.127 -0.393 0.3522
H 5.24789 -5.07761 -1.00490 -0.355 0.233 -0.096 0.5820
H 2.57850 -5.15234 -0.30714 0.197 -0.033 0.046 0.5634
H 3.83704 -5.95147 0.61148 -0.117 0.122 -0.081 0.7212
C 4.18577 -4.71293 3.03259 -0.290 -0.635 0.056 -1.3752
H 3.87493 -4.39043 4.03396 0.076 -0.013 -0.200 0.4445
H 5.21491 -4.37549 2.84780 -0.368 0.016 -0.067 0.3957
H 4.17791 -5.81531 3.00290 0.023 0.354 0.148 0.4967
C 1.36063 -4.55442 2.24035 -0.692 0.270 0.117 -1.1376
H 1.44658 -5.45929 2.85840 -0.095 0.214 -0.103 0.4943
H 0.76992 -4.78694 1.33320 0.152 0.239 0.513 0.2641
H 0.87087 -3.74896 2.82856 0.192 -0.551 -0.330 0.4027
C 5.46576 -2.66346 -2.69171 0.156 -0.092 -0.470 -1.5370
H 5.21418 -1.89857 -3.43153 0.107 -0.065 0.026 0.4621
H 5.95929 -3.49436 -3.21082 -0.083 0.150 0.100 0.5218
H 6.17402 -2.24095 -1.97254 -0.298 -0.026 0.001 0.3408
C 3.16309 -4.29388 -3.15116 -0.384 -0.250 -0.096 -1.2099
H 2.55322 -5.07754 -2.67538 0.089 0.275 -0.336 0.4096
H 3.96041 -4.75452 -3.76528 -0.440 0.154 0.340 0.4500
H 2.54237 -3.65110 -3.78778 0.028 -0.309 0.028 0.4744
Pb -1.18308 -2.70509 -0.07906 -1.069 1.393 -0.082 0.7682
C 3.53257 -2.27477 1.73408 -2.682 0.014 0.554 1.2515
C 4.83304 -1.91280 1.22420 1.170 -0.522 -0.138 -2.1456
C 5.24470 -0.65952 0.57237 0.274 0.998 -1.032 -0.8254
C 4.28660 0.18916 -0.35052 1.264 0.695 1.237 -0.7420
C 3.72800 -0.50679 -1.47973 0.090 0.375 -1.287 -1.6033
C 3.05347 -1.78013 -1.42179 -3.127 -1.245 -0.387 0.4734
C 1.97373 -2.02263 -0.26719 0.056 -0.126 -0.650 -0.3965
C 2.30302 -1.55619 1.13098 0.602 0.819 0.678 -1.5372
C -1.34215 -1.01135 -1.69984 0.231 -0.574 0.035 -1.1890
H 3.58395 -2.04570 2.81568 -0.379 -0.157 0.029 0.7610
H 5.67910 -2.42296 1.68795 -0.127 0.005 -0.045 0.4144
H 6.13843 -0.89263 -0.05080 -0.329 0.177 0.452 0.3124
H 5.61867 0.03152 1.35284 -0.034 -0.153 -0.210 0.4835
H 3.52265 0.68386 0.28792 0.447 0.000 -0.513 0.3440
H 4.92082 0.97558 -0.79655 -0.299 -0.027 0.611 0.4669
H 3.77615 -0.05122 -2.48190 0.045 -0.134 0.691 0.4845
H 2.41182 -1.77153 -2.34294 0.101 0.055 0.470 0.7300
H 1.70103 -3.11258 -0.21215 0.079 0.853 -0.390 0.3272
H 1.07407 -1.46202 -0.58641 0.386 -0.277 -0.038 -0.0390
H 2.43818 -0.45347 1.15909 -0.127 -0.894 0.089 0.5985
H 1.44080 -1.74237 1.78931 0.158 0.010 -0.257 0.5914
H -2.27672 -0.98845 -2.29162 0.499 -0.236 0.322 0.3949
H -0.48613 -1.21127 -2.35943 -0.290 0.287 -0.225 0.2618
H -1.22491 -0.04479 -1.19663 0.010 -0.286 -0.047 0.3387
C -2.49027 1.28696 2.83983 -0.201 -0.376 -0.237 -0.5435
C -1.16753 1.08868 2.42115 -0.156 -0.277 -0.059 -0.6494
C -0.84307 -0.05180 1.66744 -0.692 0.719 0.494 0.3059
C -1.83945 -0.97548 1.35499 0.487 -1.326 -0.454 0.0032
C -3.15319 -0.81182 1.78113 -0.386 0.805 0.506 -0.4004
C -3.48992 0.34794 2.51827 0.546 -0.213 -0.150 -0.4529
H -2.75907 2.17977 3.40457 0.118 -0.252 -0.125 0.3807
H -0.38905 1.81093 2.67985 -0.308 -0.152 -0.081 0.3802
H 0.17837 -0.16831 1.30800 -0.207 0.084 0.030 -0.0349
H -3.95296 -1.53597 1.54535 0.564 0.392 0.127 0.3177
H -4.52232 0.50657 2.84969 0.456 -0.032 -0.153 0.3767
```
Forces are in eV/Å.

Properties
Total charge: +2
Highest occupied orbital energy (spin up / spin down) (eV): -12.8 / -12.8
Gap between HOMO and LUMO (spin up / spin down) (eV): 6.28 / 6.41
Calculated total energy (Eh): -1696.5717
2S+1: 1



[3]
C23H28BBr2EuF4N4OSi | the ωB97M-V functional and the def2-TZVPD basis

The geometry in XYZ format:
```
65
Properties=species:S:1:pos:R:3:forces:R:3:mulliken_spin:R:1
Eu 0.44109 0.25855 -0.42169 -1.758 -0.724 1.553 6.0569
C 2.08039 -3.44395 -0.23369 -0.057 0.176 0.042 -0.0019
C 1.95589 -2.67415 1.05321 0.015 -0.159 -0.124 0.0033
C 2.43459 -3.18365 2.24511 -0.086 0.118 -0.027 -0.0012
C 2.34749 -2.38355 3.38611 0.020 0.066 -0.114 0.0013
C 1.84699 -1.11165 3.29541 -0.056 0.033 -0.016 -0.0015
C 1.35859 -0.63975 2.05591 0.142 -0.543 0.150 -0.0023
N 1.38239 -1.46835 0.96461 0.263 -0.231 0.765 -0.0174
N 0.84229 0.57165 1.82461 0.157 0.302 0.621 -0.0296
Si 1.18709 2.05065 2.62961 0.082 0.972 -0.142 -0.0016
C 0.37559 3.31245 1.41791 0.364 -0.615 0.475 0.0049
C 0.46399 2.35875 4.37851 0.288 -0.376 -0.681 0.0000
C 3.08139 2.31965 2.68941 -0.819 -0.229 -0.027 0.0002
H 3.06959 -3.89235 -0.30459 0.016 -0.052 -0.052 0.0000
H 1.93509 -2.75975 -1.07399 0.051 -0.191 0.067 0.0012
H 1.33899 -4.24265 -0.28019 -0.045 -0.021 -0.063 0.0001
H 2.87719 -4.16615 2.29261 0.018 -0.078 -0.081 0.0000
H 2.69449 -2.76385 4.33651 0.066 0.004 0.076 0.0000
H 1.80269 -0.44755 4.14391 -0.008 0.012 0.173 0.0003
H 0.20319 2.84235 0.43901 0.032 0.357 0.153 -0.0009
H 1.01119 4.17675 1.26101 0.167 0.165 -0.114 0.0004
H -0.57851 3.68075 1.78481 -0.222 -0.038 0.033 0.0002
H -0.58821 2.09915 4.43271 -0.252 -0.060 -0.075 0.0000
H 0.55529 3.40815 4.64241 0.072 0.237 -0.042 0.0000
H 0.97969 1.78885 5.14581 0.141 -0.135 0.121 0.0001
H 3.51839 2.05725 1.72931 0.032 0.001 -0.188 -0.0001
H 3.54559 1.68525 3.43691 0.084 -0.176 0.200 0.0001
H 3.34759 3.34455 2.92061 -0.011 0.273 0.055 0.0000
Br -1.69901 3.24525 -3.88119 -0.061 0.144 0.108 0.0000
C -2.25551 3.07055 -2.07999 0.616 -0.772 -0.079 -0.0025
C -3.09891 4.01245 -1.50869 -0.289 0.143 0.577 0.0002
C -3.54291 3.84765 -0.21719 -0.161 0.345 -0.340 -0.0007
Br -4.70841 5.16335 0.52451 0.135 -0.112 -0.087 -0.0001
C -3.18171 2.71835 0.54151 0.253 -0.176 -0.094 0.0015
C -3.62781 2.44885 1.85151 0.139 -0.231 0.000 -0.0002
C -3.22771 1.29675 2.47361 -0.075 0.086 -0.087 0.0000
C -2.35291 0.42435 1.80911 0.220 -0.076 -0.182 0.0001
N -1.87581 0.66055 0.60541 -0.206 0.113 0.275 -0.0045
C -2.28611 1.77805 -0.04289 -0.349 0.376 -0.306 -0.0003
C -1.76921 1.95545 -1.38369 -1.062 1.004 0.026 0.0010
O -0.94011 1.11355 -1.87889 -0.172 -0.163 -0.494 -0.0130
H -3.39081 4.87905 -2.08179 -0.079 0.030 -0.025 0.0000
H -4.28141 3.15175 2.34541 -0.058 0.023 0.025 -0.0001
H -3.56671 1.05595 3.46971 -0.014 -0.029 0.053 -0.0001
H -2.01501 -0.48865 2.28311 0.057 0.016 0.089 0.0000
F 1.63239 -0.13965 -2.34049 0.405 -0.189 -0.700 0.0052
B 2.50109 0.86845 -1.78079 1.058 0.177 -0.374 -0.0104
F 2.88159 0.32995 -0.53219 0.413 -0.020 0.011 0.0024
F 3.50629 1.19185 -2.58409 0.408 0.217 -0.404 0.0005
F 1.63479 1.94545 -1.42649 0.387 0.577 -0.399 0.0006
C -1.76381 -2.53225 -4.43779 0.001 0.037 0.089 0.0000
C -0.69981 -3.07275 -3.47339 0.077 -0.376 -0.803 0.0007
C 0.71179 -2.82985 -4.03279 -0.007 0.034 -0.033 0.0003
C -0.89921 -4.55825 -3.14249 -0.017 0.125 0.020 0.0000
C -0.75541 -2.31555 -2.24989 -0.066 0.457 1.026 0.0007
N -0.71421 -1.71275 -1.27319 -0.280 -0.604 -0.459 0.0065
H -1.69161 -3.03875 -5.39789 0.055 -0.101 -0.022 0.0000
H -1.61411 -1.46605 -4.59959 -0.026 0.048 -0.025 0.0000
H -2.76411 -2.68465 -4.03729 -0.061 -0.002 0.006 0.0000
H 0.81459 -3.33185 -4.99119 -0.038 -0.094 -0.089 0.0000
H 1.45969 -3.22575 -3.34879 0.100 0.013 -0.006 0.0000
H 0.89109 -1.76575 -4.17529 0.050 0.010 0.004 -0.0002
H -0.68311 -5.15855 -4.02219 -0.008 -0.019 -0.126 0.0000
H -1.92111 -4.75685 -2.82679 -0.046 -0.020 0.054 0.0000
H -0.21681 -4.85725 -2.34879 0.010 -0.082 0.031 -0.0001
```
Forces are in eV/Å.

Properties
Expectation value of S²: 12.01
Total charge: 0
Highest occupied orbital energy (spin up / spin down) (eV): -7.6 / -7.6
Gap between HOMO and LUMO (spin up / spin down) (eV): 7.43 / 7.47
Calculated total energy (Eh): -7760.0947
2S+1: 7



[4]
C5H15N5 | the ωB97M-V functional and the def2-TZVPD basis

The geometry in XYZ format:
```
25
Properties=species:S:1:pos:R:3:forces:R:3:mulliken_spin:R:1
C 0.02437 1.03771 -0.01157 1.929 -0.668 0.311 0.0305
C 1.20010 -1.00621 -0.03557 -1.070 -1.948 -4.436 0.7233
C 2.49287 1.00741 -0.46919 0.828 -0.487 -0.463 0.0475
C -2.34804 0.72608 0.61312 -1.535 0.506 0.640 0.0094
C -1.58717 -1.67144 -0.90704 0.535 1.706 -2.072 0.0055
N 1.18093 0.31746 -0.25368 0.232 2.724 -0.312 -0.0096
N -1.01781 0.28439 0.34906 1.800 0.034 -0.258 -0.0231
N -0.06056 2.36371 -0.04032 1.890 0.010 -1.173 0.0051
N 1.84754 -1.52994 0.97736 1.260 -0.472 3.532 0.5681
N -0.84828 -1.13778 0.22382 -3.980 1.713 1.585 0.5869
H 0.86370 -1.85580 -0.75324 1.068 1.808 0.447 0.0515
H 2.45697 1.96099 0.00818 0.376 0.473 0.903 0.0007
H 3.42884 0.39373 -0.16279 -2.002 0.933 -0.216 -0.0023
H 2.61493 1.25380 -1.51268 0.039 -0.294 -0.534 -0.0015
H -2.88233 -0.14989 0.23420 -1.143 0.785 0.620 0.0065
H -2.69384 1.64120 0.07518 0.595 -0.854 -0.194 0.0022
H -2.50989 0.97766 1.69460 0.070 -0.771 -0.801 0.0006
H -1.73259 -0.88381 -1.74414 0.209 -1.023 1.647 0.0015
H -0.89190 -2.34828 -1.33279 -0.029 -1.433 -0.626 0.0155
H -2.52803 -2.08661 -0.62117 -0.481 -0.619 0.191 0.0191
H 0.72482 2.94778 -0.49552 -2.026 -1.183 1.237 -0.0004
H -0.91273 2.77689 0.29764 0.057 0.555 -0.218 0.0018
H 2.37919 -0.99741 1.62743 0.738 0.671 0.367 -0.0101
H 1.94464 -2.49245 1.10933 -0.031 -1.835 0.079 -0.0126
H -1.14572 -1.52916 1.12979 0.671 -0.330 -0.256 -0.0161
```
Forces are in eV/Å.

Properties
Expectation value of S²: 2.01
Total charge: +2
Highest occupied orbital energy (spin up / spin down) (eV): -14.2 / -18.1
Gap between HOMO and LUMO (spin up / spin down) (eV): 7.67 / 5.89
Calculated total energy (Eh): -472.4324
2S+1: 3
Relative energy (zero: lowest compared OMol25 entry of this formula, charge and spin) (eV): 1.154



[5]
C4H4N2 | the ωB97M-V functional and the def2-TZVPD basis

The geometry in XYZ format:
```
10
Properties=species:S:1:pos:R:3:forces:R:3:mulliken_charge:R:1
C 2.12787 0.01235 -0.06291 -0.099 -0.440 -0.331 -0.7117
C 1.54174 -0.83294 -0.68748 0.311 0.425 0.315 -0.1986
H 2.69914 0.73802 0.47209 -0.050 -0.128 -0.096 0.4204
H 0.98767 -1.57164 -1.23027 0.099 0.170 0.123 0.5159
C -2.04137 -1.01568 -0.68627 0.569 -0.654 -0.518 0.1161
N -1.32767 -1.72137 -1.25299 -0.797 0.580 0.473 -0.4428
H -2.66443 -0.33473 -0.14156 0.068 -0.090 -0.073 0.3369
C -0.41367 1.57963 1.19835 -1.031 -0.200 -0.100 0.1764
N -1.52038 1.29823 1.04097 1.117 0.393 0.241 -0.4199
H 0.61111 1.84812 1.35008 -0.185 -0.055 -0.035 0.2075
```
Forces are in eV/Å.

Properties
Total charge: 0
Highest occupied orbital energy (eV): -10.7
Gap between HOMO and LUMO (eV): 11.63
Calculated total energy (Eh): -264.1969
SMILES: C#C.C#N.C#N
2S+1: 1
Relative energy (zero: lowest compared OMol25 entry of this formula, charge and spin) (eV): 3.524